{
  "formula": "C2H2",
  "method": "wB97M-V/def2-TZVPD",
  "homo_lumo_gap_ev": 12.26,
  "homo_ev": -10.9,
  "total_charge": 0,
  "smiles": "C#C",
  "species": ["C", "C", "H", "H"],
  "positions_angstrom": [[-0.089, 0.059, -0.591], [-0.222, -0.034, 0.566], [0.685, 0.072, -1.604], [-0.374, -0.097, 1.629]],
  "forces_ev_per_a": [[4.38, 0.20, -7.27], [-0.90, -0.25, 4.40], [-3.37, 0.03, 3.33], [-0.11, 0.02, -0.47]]
}

{
  "formula": "C22H32BCl21F3N4O5",
  "method": "wB97M-V/def2-TZVPD",
  "homo_lumo_gap_ev": 7.66,
  "homo_ev": -10.3,
  "total_charge": 1,
  "species": ["C", "C", "C", "O", "O", "C", "C", "C", "C", "C", "C", "N", "C", "N", "C", "N", "B", "O", "O", "C", "N", "C", "C", "O", "C", "F", "F", "F", "H", "H", "H", "H", "H", "H", "H", "H", "H", "H", "H", "H", "H", "H", "H", "H", "H", "H", "H", "H", "H", "H", "H", "H", "H", "C", "Cl", "Cl", "Cl", "H", "C", "Cl", "Cl", "Cl", "H", "C", "Cl", "Cl", "Cl", "H", "C", "Cl", "Cl", "Cl", "H", "C", "Cl", "Cl", "Cl", "H", "C", "Cl", "Cl", "Cl", "H", "C", "Cl", "Cl", "Cl", "H"],
  "positions_angstrom": [[10.571, 0.947, 2.621], [10.143, 0.818, 1.348], [9.065, -0.189, 1.115], [9.126, -1.344, 1.487], [7.993, 0.351, 0.496], [7.282, -0.565, -0.349], [5.942, -0.949, 0.297], [4.738, -0.595, -0.599], [3.504, -1.309, -0.045], [2.230, -0.628, -0.559], [0.986, -1.406, -0.164], [-0.250, -0.631, -0.294], [-0.426, 0.485, -0.989], [-1.661, 0.957, -0.878], [-2.277, 0.082, -0.064], [-3.552, 0.262, 0.301], [-4.406, 1.410, -0.100], [-5.157, 1.965, 0.920], [-4.469, 1.865, -1.374], [-5.843, 2.060, -1.790], [-1.446, -0.925, 0.295], [-1.801, -2.028, 1.182], [-1.330, -3.431, 0.725], [-2.464, -4.216, 0.393], [-0.687, -4.131, 1.921], [-1.631, -4.311, 2.856], [-0.149, -5.301, 1.595], [0.283, -3.371, 2.470], [10.613, 1.920, 3.101], [10.834, 0.084, 3.224], [10.571, 1.378, 0.539], [7.060, -0.017, -1.266], [7.885, -1.422, -0.632], [5.843, -0.344, 1.195], [5.891, -2.012, 0.522], [4.933, -0.902, -1.626], [4.564, 0.480, -0.549], [3.501, -1.216, 1.044], [3.507, -2.371, -0.295], [2.187, 0.386, -0.159], [2.327, -0.586, -1.645], [1.097, -1.737, 0.871], [0.943, -2.308, -0.772], [0.315, 0.985, -1.587], [-3.981, -0.396, 0.934], [-4.887, 2.876, 1.073], [-6.453, 1.194, -1.531], [-5.857, 2.192, -2.866], [-6.293, 2.933, -1.324], [-2.884, -2.080, 1.230], [-1.483, -1.788, 2.196], [-0.687, -3.420, -0.152], [-2.771, -3.904, -0.464], [2.969, -2.897, -4.066], [2.976, -1.171, -4.418], [4.465, -3.384, -3.275], [1.571, -3.323, -3.061], [2.886, -3.436, -5.001], [8.416, 4.681, 0.119], [8.396, 5.920, 1.376], [9.438, 3.311, 0.591], [6.777, 4.126, -0.237], [8.826, 5.120, -0.781], [3.214, 0.924, -8.070], [3.158, 2.095, -6.752], [4.202, -0.468, -7.624], [1.586, 0.415, -8.519], [3.669, 1.401, -8.929], [-7.201, 0.024, 3.230], [-8.516, -0.446, 2.153], [-7.592, -0.356, 4.900], [-5.692, -0.773, 2.749], [-7.056, 1.092, 3.143], [-11.317, -1.187, 4.968], [-10.846, -1.362, 6.662], [-12.560, -2.364, 4.546], [-11.875, 0.454, 4.647], [-10.445, -1.376, 4.355], [2.101, 6.212, -7.559], [1.692, 5.538, -5.976], [3.289, 7.503, -7.398], [2.690, 4.949, -8.640], [1.201, 6.631, -7.988], [-14.213, -0.749, 8.131], [-13.735, -0.919, 9.821], [-15.452, -1.931, 7.707], [-14.769, 0.892, 7.797], [-13.343, -0.940, 7.519]],
  "forces_ev_per_a": [[-0.02, 0.12, -0.07], [0.07, -0.91, 0.77], [1.51, -1.72, 0.22], [-0.46, 0.71, -0.41], [0.88, -0.13, -0.53], [-1.08, 0.14, -0.02], [-0.03, 0.33, -0.78], [0.19, -0.66, 0.81], [-0.46, 0.66, -0.02], [0.12, -0.21, -0.25], [0.44, -0.57, 0.42], [1.15, -0.02, -0.37], [-1.06, 0.35, 0.11], [0.47, -0.35, 0.26], [-0.19, 0.54, -0.83], [0.07, -0.51, 0.03], [0.06, 0.67, 0.09], [0.32, -0.46, 0.10], [-0.31, -0.68, 0.18], [-0.11, 0.33, -0.19], [-1.28, 0.30, -0.08], [0.78, -0.02, 0.25], [-0.99, -0.06, -0.02], [0.22, 0.18, 0.03], [-0.02, -0.15, 0.03], [0.27, -0.11, -0.02], [-0.17, 0.12, 0.03], [-0.02, -0.01, -0.17], [1.55, 0.18, -0.43], [-1.50, -0.18, 0.47], [-0.91, 0.83, -0.12], [0.19, 0.23, 0.03], [0.17, -0.06, 0.32], [0.07, -0.32, 0.32], [0.18, -0.02, 0.29], [-0.13, 0.12, -0.15], [0.10, 0.11, -0.27], [0.10, -0.18, 0.08], [0.06, -0.07, -0.05], [0.03, 0.08, -0.02], [-0.28, 0.23, -0.08], [-0.22, 0.18, 0.10], [-0.18, 0.09, -0.05], [0.36, -0.28, 0.06], [0.12, 0.22, 0.30], [-0.39, 0.21, -0.04], [0.04, -0.06, -0.05], [0.16, -0.03, -0.05], [0.13, 0.11, 0.07], [-0.10, 0.06, -0.22], [0.24, -0.05, 0.00], [0.48, 0.19, 0.31], [-0.16, -0.26, -0.12], [0.19, 0.15, 0.05], [-0.06, -0.04, 0.06], [-0.05, -0.03, -0.02], [-0.06, -0.11, -0.11], [-0.06, -0.01, 0.01], [0.18, 0.04, 0.18], [0.00, -0.03, -0.06], [-0.66, 1.00, -0.29], [0.00, -0.02, -0.04], [-0.02, 0.00, 0.00], [-0.08, -0.04, 0.11], [0.03, -0.11, 0.07], [0.08, 0.02, -0.14], [0.02, 0.02, -0.02], [0.01, 0.00, 0.00], [-0.23, 0.07, 0.02], [0.04, 0.02, -0.01], [0.02, 0.00, -0.03], [0.08, -0.21, 0.12], [0.07, -0.01, -0.05], [-0.11, 0.00, -0.02], [0.10, -0.01, 0.01], [0.03, 0.01, 0.01], [0.05, -0.01, 0.00], [0.01, 0.00, 0.02], [0.12, 0.00, 0.02], [-0.04, 0.00, 0.00], [-0.04, -0.01, -0.01], [-0.05, 0.13, -0.10], [-0.01, -0.01, 0.01], [-0.11, 0.02, 0.03], [0.03, 0.00, -0.03], [0.03, 0.01, -0.01], [0.03, -0.02, -0.01], [0.00, 0.00, -0.01]]
}

{
  "formula": "C4H10O2",
  "method": "wB97M-V/def2-TZVPD",
  "homo_lumo_gap_ev": 10.94,
  "homo_ev": -10.1,
  "total_charge": 0,
  "smiles": "CC[C@@H](O)CO",
  "species": ["C", "C", "C", "O", "C", "O", "H", "H", "H", "H", "H", "H", "H", "H", "H", "H"],
  "positions_angstrom": [[1.262, 0.419, -1.785], [0.946, 0.562, -0.296], [-0.505, 0.185, 0.033], [-0.925, -0.880, -0.793], [-0.607, -0.250, 1.491], [-1.878, -0.845, 1.697], [2.317, 0.184, -1.949], [0.668, -0.403, -2.187], [1.018, 1.324, -2.349], [1.619, -0.087, 0.281], [1.129, 1.585, 0.058], [-1.160, 1.057, -0.138], [-1.774, -1.156, -0.418], [-0.463, 0.621, 2.147], [0.196, -0.976, 1.685], [-1.843, -1.341, 2.523]],
  "forces_ev_per_a": [[0.01, 0.02, -0.11], [0.01, -0.03, 0.06], [0.16, 0.25, 0.20], [-0.25, -0.11, 0.09], [0.36, 0.19, -0.04], [-0.11, -0.02, 0.28], [-0.11, 0.15, 0.03], [0.19, 0.10, -0.09], [0.01, -0.10, 0.07], [-0.14, 0.02, -0.12], [-0.01, -0.19, -0.06], [0.06, -0.12, 0.05], [0.12, -0.18, -0.11], [0.00, -0.11, -0.05], [-0.17, 0.07, -0.01], [-0.13, 0.08, -0.20]]
}

{
  "formula": "C22H45AlIN4O5PS",
  "method": "wB97M-V/def2-TZVPD",
  "homo_lumo_gap_ev": 5.16,
  "homo_ev": -6.0,
  "total_charge": 0,
  "species": ["N", "C", "C", "O", "C", "Al", "P", "O", "I", "O", "C", "C", "C", "C", "C", "C", "S", "C", "N", "N", "C", "O", "O", "H", "H", "H", "H", "H", "H", "H", "H", "H", "H", "H", "H", "H", "H", "H", "H", "H", "H", "H", "H", "H", "C", "C", "C", "C", "N", "C", "C", "C", "C", "C", "C", "C", "H", "H", "H", "H", "H", "H", "H", "H", "H", "H", "H", "H", "H", "H", "H", "H", "H", "H", "H", "H", "H", "H", "H", "H"],
  "positions_angstrom": [[-5.708, 2.107, 4.561], [-6.503, 1.908, 3.354], [-6.391, 0.481, 2.810], [-7.665, 0.135, 2.214], [-5.285, 0.299, 1.791], [-3.360, 0.417, 2.324], [-2.107, 0.242, 0.245], [-3.188, 0.380, -1.038], [-1.551, -2.171, 0.237], [-2.607, -0.902, 3.278], [-1.386, -0.345, 3.700], [-1.422, 1.232, 3.697], [-0.374, 1.890, 2.779], [-0.817, 3.220, 2.167], [-0.274, 3.492, 0.743], [-1.381, 3.679, -0.289], [-2.103, 5.334, -0.388], [-3.095, 5.441, 1.027], [-2.717, 5.866, 2.189], [-3.823, 5.808, 3.008], [-4.776, 5.356, 2.276], [-4.413, 5.106, 1.015], [-2.753, 1.631, 3.466], [-5.972, 2.963, 5.023], [-5.827, 1.334, 5.199], [-7.569, 2.060, 3.552], [-6.194, 2.616, 2.582], [-6.278, -0.205, 3.648], [-7.724, 0.651, 1.406], [-5.407, -0.686, 1.333], [-5.438, 1.033, 0.990], [-3.522, -0.472, -1.328], [-0.542, -0.735, 3.110], [-1.203, -0.678, 4.727], [-1.186, 1.525, 4.725], [0.515, 2.075, 3.386], [-0.046, 1.203, 1.994], [-1.902, 3.254, 2.123], [-0.541, 4.047, 2.817], [0.353, 4.382, 0.732], [0.331, 2.637, 0.441], [-1.001, 3.481, -1.290], [-2.156, 2.936, -0.123], [-5.786, 5.194, 2.603], [2.316, -5.142, -2.268], [2.058, -3.686, -1.884], [2.115, -2.717, -3.059], [3.427, -2.519, -3.798], [4.625, -1.971, -3.056], [5.335, -3.011, -2.230], [6.048, -3.899, -3.236], [6.435, -2.957, -4.391], [5.671, -1.658, -4.120], [4.343, -0.692, -2.290], [3.762, -0.799, -0.871], [2.315, -0.320, -0.705], [3.268, -5.275, -2.791], [2.340, -5.773, -1.381], [1.523, -5.517, -2.916], [2.742, -3.389, -1.087], [1.064, -3.608, -1.445], [1.713, -1.746, -2.768], [1.420, -3.080, -3.823], [3.245, -1.801, -4.597], [3.754, -3.445, -4.269], [6.038, -2.472, -1.596], [4.628, -3.552, -1.613], [5.382, -4.684, -3.590], [6.904, -4.396, -2.786], [6.177, -3.387, -5.356], [7.504, -2.759, -4.408], [5.172, -1.240, -4.988], [6.335, -0.908, -3.702], [3.726, -0.077, -2.944], [5.313, -0.210, -2.207], [4.388, -0.156, -0.251], [3.885, -1.795, -0.450], [2.075, 0.480, -1.405], [2.158, 0.067, 0.300], [1.596, -1.126, -0.835]],
  "forces_ev_per_a": [[0.22, 0.06, -0.45], [-0.31, -0.28, 0.53], [-0.11, 0.27, -0.56], [0.00, -0.12, 0.29], [0.42, 0.22, 0.35], [-0.80, -0.80, 1.05], [0.61, 0.56, -0.36], [0.16, -0.12, -0.06], [-0.02, -0.15, -0.10], [0.17, 0.33, -0.64], [-0.08, -0.33, 0.50], [-0.34, -0.18, 0.80], [0.14, 0.20, 0.01], [0.06, 0.25, -0.35], [-0.18, 0.11, 0.42], [0.21, -0.53, 0.21], [-0.03, 0.21, -0.52], [0.50, 0.07, 0.52], [0.04, 0.06, -0.33], [-0.15, 0.03, 0.12], [-0.06, 0.16, 0.62], [-0.07, -0.22, -0.32], [0.41, 0.18, -1.22], [0.07, 0.04, 0.16], [-0.07, -0.02, 0.14], [-0.13, 0.10, -0.13], [0.10, 0.09, -0.05], [-0.05, -0.13, 0.07], [-0.01, -0.02, -0.16], [0.06, -0.12, -0.07], [-0.05, 0.03, -0.13], [-0.29, -0.04, 0.10], [0.05, 0.11, -0.22], [0.08, 0.01, 0.10], [0.06, 0.19, 0.06], [0.15, -0.12, 0.02], [-0.21, -0.12, -0.15], [-0.10, -0.20, 0.14], [-0.02, 0.04, 0.14], [0.19, 0.00, -0.02], [0.09, -0.04, -0.20], [-0.04, 0.22, -0.18], [-0.25, 0.05, -0.05], [-0.15, -0.13, -0.21], [0.03, 0.11, 0.04], [0.02, -0.24, 0.00], [-0.11, 0.15, 0.20], [-0.27, -0.13, -0.12], [0.30, 0.23, -0.26], [-0.06, -0.19, 0.06], [0.00, 0.00, -0.12], [-0.08, -0.07, -0.05], [0.15, -0.12, 0.03], [0.00, -0.12, 0.23], [-0.20, 0.31, 0.06], [-0.02, -0.21, 0.06], [-0.01, -0.02, 0.00], [-0.01, -0.03, -0.01], [0.02, 0.00, -0.05], [-0.06, 0.06, 0.02], [-0.07, 0.06, 0.03], [0.06, -0.01, 0.03], [0.06, 0.00, -0.07], [0.01, 0.01, -0.01], [0.08, 0.00, 0.04], [0.00, 0.01, 0.02], [-0.01, 0.08, 0.04], [0.01, -0.03, 0.04], [0.02, 0.05, 0.05], [-0.04, 0.00, 0.00], [0.01, 0.03, 0.02], [0.00, 0.06, 0.00], [-0.01, 0.04, 0.03], [-0.08, -0.02, 0.02], [0.04, -0.01, -0.10], [0.07, -0.02, -0.04], [0.03, -0.04, -0.06], [-0.02, 0.03, 0.01], [-0.01, 0.01, 0.01], [-0.11, 0.07, -0.01]]
}

{
  "formula": "C4H8O",
  "method": "wB97M-V/def2-TZVPD",
  "homo_lumo_gap_ev": 10.07,
  "homo_ev": -9.3,
  "total_charge": 0,
  "smiles": "C=CC=C.O",
  "species": ["C", "C", "C", "C", "H", "H", "H", "H", "H", "H", "O", "H", "H"],
  "positions_angstrom": [[-2.328, 0.814, 0.268], [-1.156, 0.186, 0.461], [-0.137, 0.483, 1.471], [0.919, 1.261, 1.236], [-2.428, 1.895, 0.200], [-2.904, 0.493, -0.609], [-1.118, -0.866, 0.186], [-0.496, 0.321, 2.484], [1.779, 1.143, 1.896], [0.898, 2.063, 0.515], [2.097, -2.060, -2.579], [2.423, -2.206, -1.701], [1.421, -2.738, -2.758]],
  "forces_ev_per_a": [[1.04, 0.76, -3.39], [-1.93, -0.30, 1.46], [-0.49, 1.64, -0.39], [0.36, -0.32, 1.01], [0.11, 0.21, 1.55], [-0.34, -0.85, 0.73], [0.09, 0.00, -0.44], [0.95, -1.39, 0.16], [-0.32, 0.93, 0.31], [0.54, -0.69, -1.00], [-0.63, -0.18, -0.94], [0.11, -0.24, 0.65], [0.52, 0.42, 0.30]]
}